59
Properties=species:S:1:pos:R:3:nbo_charge:R:1 method="wB97M-V/def2-TZVPD" homo_ha=-0.3457 e_lumo_ev=-1.302 orbital_gap_ev=8.11 charge=0 max_force_ha_per_bohr=0.0132
C 1.53 -2.14 -0.45 -0.621
C 1.74 -0.84 -1.24 -0.422
C 0.79 -0.67 -2.43 -0.263
Br 1.30 -1.95 -3.81 0.014
C -0.66 -0.72 -2.01 -0.062
C -1.24 0.36 -1.48 -0.218
S -0.47 1.95 -1.36 0.031
C -2.67 0.31 -1.01 0.505
O -3.38 1.29 -1.04 -0.509
C -3.15 -1.00 -0.53 -0.317
C -2.58 -2.08 -1.04 0.263
O -3.02 -3.34 -0.75 -0.676
C -1.52 -1.95 -2.10 0.477
O -1.43 -2.80 -2.94 -0.448
H 0.51 -2.53 -0.51 0.183
H 2.22 -2.89 -0.82 0.217
H 1.82 -1.96 0.57 0.229
H 2.74 -0.86 -1.66 0.235
H 1.70 0.03 -0.60 0.223
H 0.98 0.30 -2.87 0.268
H -0.27 2.01 -0.03 0.146
H -3.97 -1.05 0.16 0.242
H -2.51 -3.70 -0.01 0.492
C 0.64 3.12 -5.57 -0.722
C 1.59 2.41 -4.72 0.304
N 2.33 1.84 -4.05 -0.345
H 0.30 4.02 -5.06 0.258
H 1.12 3.39 -6.50 0.256
H -0.22 2.48 -5.78 0.255
C -3.46 4.89 -0.95 -0.732
C -2.10 5.33 -0.67 0.299
N -1.03 5.66 -0.43 -0.354
H -3.44 3.98 -1.56 0.278
H -3.97 4.66 -0.01 0.247
H -4.01 5.67 -1.48 0.261
C 4.86 -3.65 1.98 -0.731
C 4.31 -2.31 1.82 0.321
N 3.85 -1.27 1.70 -0.382
H 5.92 -3.65 1.75 0.260
H 4.71 -3.99 3.00 0.283
H 4.35 -4.34 1.30 0.251
C 2.14 -6.76 3.05 -0.720
C 3.54 -6.62 3.42 0.303
N 4.64 -6.53 3.73 -0.346
H 2.01 -7.62 2.39 0.251
H 1.55 -6.90 3.95 0.261
H 1.80 -5.86 2.55 0.252
C 1.70 -1.20 4.75 -0.723
C 2.13 -2.58 4.88 0.310
N 2.47 -3.67 4.99 -0.362
H 1.42 -1.01 3.71 0.262
H 0.84 -1.02 5.40 0.252
H 2.51 -0.53 5.02 0.263
C -4.91 7.72 1.31 -0.722
C -5.67 7.68 0.06 0.287
N -6.26 7.64 -0.92 -0.332
H -3.96 8.22 1.14 0.261
H -5.47 8.27 2.06 0.257
H -4.72 6.71 1.66 0.251